ORCA calculation (wB97M-V/def2-TZVPD) on one molecule with the formula C12H12N4O in a non-equilibrium geometry.

Computed properties:
SMILES: CO/N=c1/[nH]c2c3cccnc3ccc2n1C
2S+1: 1
LUMO, eV: 0.03
ΔE to the lowest compared entry with this formula, charge and spin, eV: 1.380

Each line ends with the natural charge from an NBO analysis.
Cartesian coordinates (Å):
N  -0.742  -2.148  -1.882  -0.3282
N  1.354  3.651  1.839  -0.3886
O  -1.251  -3.483  -1.617  -0.4350
C  -0.496  -1.280  -0.900  0.5268
C  1.821  4.443  0.853  0.0302
C  -0.035  0.300  2.356  -0.2263
C  1.840  4.043  -0.498  -0.2547
C  -0.144  -0.141  1.031  0.1187
C  0.426  1.592  2.585  -0.2119
C  1.260  2.813  -0.868  -0.1539
C  0.195  0.727  -0.055  0.2126
C  0.836  2.423  1.534  0.1388
C  0.740  1.998  0.187  -0.1341
N  -0.070  -0.005  -1.201  -0.5693
N  -0.561  -1.335  0.471  -0.3913
C  -1.811  -4.078  -2.814  -0.2410
C  -0.912  -2.552  1.237  -0.4045
H  2.338  5.355  1.135  0.1971
H  -0.356  -0.404  3.180  0.2234
H  2.304  4.657  -1.261  0.2191
H  0.606  1.953  3.569  0.2311
H  1.348  2.432  -1.871  0.2089
H  0.200  0.293  -2.147  0.4283
H  -2.308  -5.007  -2.471  0.1901
H  -2.558  -3.371  -3.180  0.1808
H  -1.044  -4.293  -3.575  0.1775
H  -0.062  -3.265  1.209  0.2132
H  -1.845  -2.971  0.855  0.2337
H  -1.076  -2.350  2.297  0.2083